1) {"formula": "C4H12N2O", "method": "ωB97M-V/def2-TZVPD", "smiles": "C=NCCCN.O", "spin_multiplicity": 1, "homo_lumo_gap_ev": 8.721, "symbols": ["C", "N", "C", "C", "C", "N", "H", "H", "H", "H", "H", "H", "H", "H", "H", "H", "O", "H", "H"], "coordinates": [[-2.784, 0.226, -0.827], [-2.019, -0.105, 0.129], [-1.240, -1.332, 0.080], [-0.013, -1.324, -0.837], [1.321, -0.846, -0.262], [1.460, 0.629, -0.124], [-2.435, 1.044, -1.462], [-3.550, -0.485, -1.189], [-0.703, -1.454, 1.030], [-1.884, -2.155, -0.245], [-0.128, -0.807, -1.800], [0.191, -2.356, -1.140], [2.059, -1.145, -1.004], [1.489, -1.351, 0.691], [2.439, 0.766, 0.114], [0.960, 0.878, 0.722], [1.707, 3.243, 2.351], [2.030, 3.959, 1.810], [1.101, 2.615, 1.962]]}

---

2) {"formula": "C4H12N2O", "method": "ωB97M-V/def2-TZVPD", "smiles": "C[C@H](O)CN(C)N", "spin_multiplicity": 1, "homo_lumo_gap_ev": 8.985, "symbols": ["C", "C", "O", "C", "N", "C", "N", "H", "H", "H", "H", "H", "H", "H", "H", "H", "H", "H", "H"], "coordinates": [[1.632, -0.462, -1.213], [1.222, 0.818, -0.496], [2.017, 0.978, 0.681], [-0.290, 0.958, -0.181], [-1.065, -0.291, 0.024], [-0.714, -0.965, 1.279], [-2.479, 0.061, 0.092], [2.652, -0.359, -1.602], [0.969, -0.692, -2.051], [1.662, -1.318, -0.531], [1.490, 1.659, -1.147], [1.753, 0.290, 1.314], [-0.422, 1.632, 0.677], [-0.727, 1.466, -1.051], [0.309, -1.347, 1.252], [-0.820, -0.311, 2.151], [-1.355, -1.843, 1.430], [-3.054, -0.785, 0.148], [-2.781, 0.511, -0.776]]}

---

3) {"formula": "C4H12N2O", "method": "ωB97M-V/def2-TZVPD", "smiles": "CNC[C@@H](N)CO", "spin_multiplicity": 1, "homo_lumo_gap_ev": 8.950, "symbols": ["C", "N", "C", "C", "N", "C", "O", "H", "H", "H", "H", "H", "H", "H", "H", "H", "H", "H", "H"], "coordinates": [[0.437, 2.183, -1.559], [0.960, 0.885, -1.053], [0.370, 0.449, 0.177], [-0.510, -0.832, 0.140], [0.073, -1.708, -0.895], [-0.605, -1.359, 1.618], [-1.412, -0.431, 2.355], [1.274, 2.792, -1.887], [-0.223, 1.876, -2.426], [-0.023, 2.861, -0.845], [1.285, 0.574, -1.949], [-0.336, 1.181, 0.535], [1.180, 0.304, 0.928], [-1.498, -0.572, -0.265], [1.056, -1.830, -0.656], [-0.312, -2.646, -0.861], [0.389, -1.590, 2.042], [-1.275, -2.213, 1.664], [-0.831, 0.074, 2.934]]}

---

Tell me which of them is the least stable. Sure, it is 1).

---

1) {"formula": "C4H12N2O", "method": "ωB97M-V/def2-TZVPD", "smiles": "NCNCCCO", "spin_multiplicity": 1, "homo_lumo_gap_ev": 10.543, "symbols": ["N", "C", "N", "C", "C", "C", "O", "H", "H", "H", "H", "H", "H", "H", "H", "H", "H", "H", "H"], "coordinates": [[-1.842, 1.902, 1.797], [-1.327, 1.369, 0.553], [-0.913, -0.074, 0.536], [-0.495, -0.511, -0.861], [0.957, -0.277, -1.090], [1.914, -0.931, -0.217], [2.209, -2.318, -0.760], [-1.156, 1.479, 2.457], [-2.772, 1.664, 2.068], [-0.327, 1.870, 0.422], [-1.967, 1.545, -0.290], [-1.781, -0.506, 0.634], [-1.093, -0.209, -1.654], [-0.602, -1.568, -0.711], [1.047, 0.904, -1.143], [1.165, -0.601, -2.086], [1.234, -1.051, 0.651], [2.724, -0.175, -0.063], [3.022, -2.514, -0.244]]}

---

2) {"formula": "C4H12N2O", "method": "ωB97M-V/def2-TZVPD", "smiles": "CN[C@H](CN)CO", "spin_multiplicity": 1, "homo_lumo_gap_ev": 9.484, "symbols": ["C", "N", "C", "C", "N", "C", "O", "H", "H", "H", "H", "H", "H", "H", "H", "H", "H", "H", "H"], "coordinates": [[-1.084, -2.104, -0.685], [-1.381, -0.808, -0.069], [-0.329, 0.186, -0.314], [0.972, -0.120, 0.482], [2.180, 0.680, 0.180], [-0.918, 1.540, 0.018], [-0.023, 2.536, 0.449], [-0.534, -2.625, 0.086], [-2.098, -2.457, -0.889], [-0.392, -1.797, -1.542], [-1.663, -0.778, 0.858], [0.044, 0.298, -1.325], [0.663, 0.171, 1.474], [1.263, -1.138, 0.431], [2.695, 0.586, 1.085], [2.832, 0.071, -0.320], [-1.473, 1.920, -0.852], [-1.573, 1.529, 0.895], [0.820, 2.309, 0.039]]}

---

3) {"formula": "C4H12N2O", "method": "ωB97M-V/def2-TZVPD", "smiles": "NCCNCCO", "spin_multiplicity": 1, "homo_lumo_gap_ev": 10.182, "symbols": ["N", "C", "C", "N", "C", "C", "O", "H", "H", "H", "H", "H", "H", "H", "H", "H", "H", "H", "H"], "coordinates": [[2.436, 1.113, 0.050], [1.525, 1.861, -0.903], [0.076, 1.606, -0.530], [-0.242, 0.194, -0.714], [-1.016, -0.428, 0.360], [-1.094, -1.933, 0.246], [-1.861, -2.394, 1.391], [3.298, 1.650, 0.066], [2.666, 0.249, -0.436], [1.845, 2.902, -0.870], [1.660, 1.482, -1.927], [-0.582, 2.275, -1.101], [-0.037, 1.978, 0.504], [0.636, -0.304, -0.662], [-2.058, -0.058, 0.291], [-0.737, -0.215, 1.393], [-0.127, -2.421, 0.239], [-1.685, -2.209, -0.635], [-2.732, -2.060, 1.193]]}

---

Tell me which of them is the least stable. Sure, it is 1).

---

1) {"formula": "C4H12N2O", "method": "ωB97M-V/def2-TZVPD", "smiles": "NCNCCCO", "spin_multiplicity": 1, "homo_lumo_gap_ev": 9.714, "symbols": ["N", "C", "N", "C", "C", "C", "O", "H", "H", "H", "H", "H", "H", "H", "H", "H", "H", "H", "H"], "coordinates": [[1.191, 1.862, 0.577], [1.319, 1.457, -0.806], [0.393, 0.369, -1.171], [0.567, -0.865, -0.410], [-0.750, -1.582, -0.130], [-1.770, -0.707, 0.551], [-1.226, -0.272, 1.816], [1.953, 1.536, 1.141], [0.289, 1.640, 0.970], [1.076, 2.309, -1.432], [2.344, 1.104, -0.925], [0.489, 0.250, -2.168], [1.280, -1.547, -0.886], [0.945, -0.573, 0.554], [-1.209, -2.077, -0.999], [-0.525, -2.403, 0.553], [-1.995, 0.160, -0.083], [-2.700, -1.207, 0.782], [-1.671, 0.548, 2.066]]}

---

2) {"formula": "C4H12N2O", "method": "ωB97M-V/def2-TZVPD", "smiles": "CNC[C@H](N)CO", "spin_multiplicity": 1, "homo_lumo_gap_ev": 9.108, "symbols": ["C", "N", "C", "C", "N", "C", "O", "H", "H", "H", "H", "H", "H", "H", "H", "H", "H", "H", "H"], "coordinates": [[2.417, -0.862, -0.836], [1.240, -1.535, -0.310], [-0.054, -0.949, -0.113], [-0.190, 0.486, 0.476], [-0.017, 0.480, 1.932], [-1.597, 0.984, 0.139], [-1.931, 1.153, -1.231], [2.989, -1.592, -1.402], [3.031, -0.460, -0.023], [2.114, -0.009, -1.441], [1.475, -2.269, 0.331], [-0.593, -0.846, -1.066], [-0.606, -1.625, 0.545], [0.566, 1.054, -0.078], [0.272, -0.467, 2.146], [0.845, 0.936, 2.212], [-2.268, 0.265, 0.523], [-1.664, 1.977, 0.589], [-1.544, 1.983, -1.519]]}

---

Tell me which of them is the least stable. Sure, it is 2).

---

1) {"formula": "C4H6N2O", "method": "ωB97M-V/def2-TZVPD", "spin_multiplicity": 1, "homo_lumo_gap_ev": 8.410, "symbols": ["C", "C", "N", "C", "C", "O", "N", "H", "H", "H", "H", "H", "H"], "coordinates": [[2.529, -0.368, -0.278], [1.200, -1.011, -0.408], [0.138, -0.608, -0.800], [-1.081, -0.177, -0.773], [-1.544, 0.372, 0.500], [-2.848, 0.768, 0.547], [-0.761, 0.485, 1.496], [3.310, -1.001, -0.706], [2.725, -0.296, 0.797], [2.572, 0.636, -0.713], [-1.682, -0.210, -1.675], [-3.292, 0.543, -0.280], [-1.266, 0.868, 2.294]]}

---

2) {"formula": "C4H6N2O", "method": "ωB97M-V/def2-TZVPD", "spin_multiplicity": 1, "homo_lumo_gap_ev": 9.158, "symbols": ["C", "C", "N", "C", "N", "C", "O", "H", "H", "H", "H", "H", "H"], "coordinates": [[0.160, 1.799, 0.065], [-0.485, 0.493, -0.179], [1.236, -1.338, 0.223], [0.102, -0.833, -0.440], [-1.777, 0.227, -0.019], [-1.569, -1.131, 0.059], [-2.135, -2.083, 0.476], [1.339, -1.063, 1.188], [2.103, -1.333, -0.295], [0.061, -1.138, -1.484], [0.523, 1.864, 1.094], [-0.567, 2.598, -0.082], [1.010, 1.939, -0.605]]}

---

Tell me which of them is the least stable. Sure, it is 1).

---

1) {"formula": "C4H6N2O", "method": "ωB97M-V/def2-TZVPD", "spin_multiplicity": 1, "homo_lumo_gap_ev": 9.102, "symbols": ["C", "N", "C", "N", "C", "C", "O", "H", "H", "H", "H", "H", "H"], "coordinates": [[-1.794, 0.264, -0.535], [-0.668, -0.013, 0.340], [0.976, 0.351, -0.246], [1.484, 1.251, 0.637], [-0.157, -1.231, 0.379], [0.712, -2.072, 0.566], [1.357, 0.166, -1.362], [1.097, 1.241, 1.568], [2.006, 2.000, 0.201], [-2.585, -0.477, -0.380], [-1.487, 0.250, -1.589], [-2.166, 1.262, -0.300], [1.224, -2.992, 0.720]]}

---

2) {"formula": "C4H6N2O", "method": "ωB97M-V/def2-TZVPD", "spin_multiplicity": 1, "homo_lumo_gap_ev": 10.029, "symbols": ["C", "O", "C", "C", "N", "C", "N", "H", "H", "H", "H", "H", "H"], "coordinates": [[-1.322, 0.407, -0.285], [-0.894, -0.176, -1.587], [0.237, -0.211, -0.855], [1.179, 0.831, -0.586], [1.559, 0.712, 0.663], [0.873, -0.384, 1.152], [0.538, -1.220, 0.044], [-1.544, 1.463, -0.424], [-0.472, 0.243, 0.963], [-2.162, -0.191, 0.075], [1.400, 1.691, -1.206], [1.214, -0.842, 2.077], [-0.192, -1.909, 0.185]]}

---

3) {"formula": "C4H6N2O", "method": "ωB97M-V/def2-TZVPD", "smiles": "[H]/N=C(\\C#N)OCC", "spin_multiplicity": 1, "homo_lumo_gap_ev": 11.138, "symbols": ["H", "N", "C", "C", "N", "O", "C", "C", "H", "H", "H", "H", "H"], "coordinates": [[-0.937, -3.220, -0.688], [-1.225, -2.270, -0.908], [-0.607, -1.412, -0.215], [0.395, -1.782, 0.792], [1.175, -2.147, 1.566], [-0.856, -0.109, -0.385], [-0.213, 0.907, 0.404], [0.562, 1.851, -0.497], [-1.015, 1.438, 0.926], [0.441, 0.459, 1.159], [-0.092, 2.291, -1.255], [0.991, 2.658, 0.106], [1.382, 1.336, -1.005]]}

---

4) {"formula": "C4H6N2O", "method": "ωB97M-V/def2-TZVPD", "smiles": "Cc1ncc(O)[nH]1", "spin_multiplicity": 1, "homo_lumo_gap_ev": 8.884, "symbols": ["C", "C", "N", "C", "C", "O", "N", "H", "H", "H", "H", "H", "H"], "coordinates": [[2.105, -0.235, 0.135], [0.724, 0.071, -0.339], [0.113, -0.489, -1.353], [-1.237, -0.291, -1.141], [-1.424, 0.375, 0.035], [-2.508, 0.673, 0.800], [-0.172, 0.653, 0.515], [2.444, -1.122, -0.402], [2.015, -0.499, 1.196], [2.849, 0.560, 0.042], [-1.984, -0.704, -1.805], [-2.965, -0.162, 0.965], [0.041, 1.171, 1.352]]}

---

Tell me which of them is the least stable. Sure, it is 2).

---

1) {"formula": "C4H6N2O", "method": "ωB97M-V/def2-TZVPD", "smiles": "[H]/N=C/OCCC#N", "spin_multiplicity": 1, "homo_lumo_gap_ev": 11.065, "symbols": ["H", "N", "C", "O", "C", "C", "C", "N", "H", "H", "H", "H", "H"], "coordinates": [[1.997, 2.105, -1.945], [1.013, 1.851, -1.937], [0.791, 0.879, -1.169], [-0.487, 0.434, -1.038], [-0.659, -0.787, -0.354], [-1.006, -0.605, 1.123], [0.156, -0.179, 1.909], [1.111, 0.130, 2.485], [1.501, 0.337, -0.531], [0.248, -1.394, -0.442], [-1.491, -1.319, -0.823], [-1.817, 0.123, 1.228], [-1.355, -1.575, 1.495]]}

---

2) {"formula": "C4H6N2O", "method": "ωB97M-V/def2-TZVPD", "spin_multiplicity": 1, "homo_lumo_gap_ev": 10.569, "symbols": ["O", "C", "N", "C", "C", "C", "N", "H", "H", "H", "H", "H", "H"], "coordinates": [[-2.492, -1.527, 0.297], [-2.117, -0.454, 0.285], [-0.056, -0.815, -1.484], [0.550, 0.397, -0.976], [0.708, 0.235, 0.491], [0.573, 0.801, 1.814], [0.266, -0.597, 1.322], [-0.323, -0.760, -2.456], [-0.196, 1.204, -1.042], [1.457, 0.761, -1.487], [0.504, -1.641, -1.314], [1.386, 0.869, 2.531], [-0.284, 1.454, 1.997]]}

---

Tell me which of them is the least stable. Sure, it is 2).